Version P
ORCA calculation (ωB97M-V/def2-TZVPD) on a molecular structure, C2H5N2.

Atoms and positions in Å:
C (-0.069, 0.877, -0.741)
C (0.055, -0.311, 0.795)
N (0.286, -0.368, -0.669)
N (-0.259, 1.104, 0.597)
H (-0.035, 1.555, -1.643)
H (-0.760, -1.035, 1.083)
H (0.943, -0.590, 1.382)
H (2.319, -1.421, -1.144)
H (-0.853, 1.492, 1.261)

Calculated values
total charge	+1
highest occupied orbital energy (spin up / spin down)	-15.590 / -17.130	eV
HOMO-LUMO gap (spin up / spin down)	6.74 / 12.14	eV
lowest unoccupied orbital energy (spin up / spin down)	-8.9 / -5.0	eV

Version Q
ORCA calculation (ωB97M-V/def2-TZVPD) on a gas-phase ion, C2H5N2 (charge +1).

Atoms and positions in Å:
C (0.541, 0.294, 0.063)
C (-1.938, -0.306, -0.044)
N (1.753, -0.270, -0.111)
N (-0.824, 0.102, 0.354)
H (1.905, -1.298, 0.148)
H (0.469, 1.372, -0.084)
H (-1.919, -0.480, -1.146)
H (-2.836, -0.463, 0.494)
H (2.550, 0.304, -0.267)

Calculated values
total charge	+1
highest occupied orbital energy	-15.613	eV
HOMO-LUMO gap	10.78	eV
lowest unoccupied orbital energy	-4.8	eV

Version R
ORCA calculation (ωB97M-V/def2-TZVPD) on 2 unconnected molecules or ions with the total composition C2H5N2.

Atoms and positions in Å:
C (-2.323, -0.919, -0.798)
C (1.145, 0.616, 0.712)
N (-1.256, -0.500, -0.637)
N (0.834, -0.192, -0.309)
H (-3.334, -1.166, -0.965)
H (0.703, 0.279, 1.675)
H (2.032, 0.027, 1.195)
H (1.315, 1.616, 0.384)
H (0.885, 0.240, -1.258)

Calculated values
total charge	+1
highest occupied orbital energy	-16.759	eV
HOMO-LUMO gap	9.39	eV
lowest unoccupied orbital energy	-7.4	eV

Compare the structures above. Which one is the least stable? version P is.